52
Properties=species:S:1:pos:R:3:forces:R:3:mulliken_charge:R:1 method="wB97M-V/def2-TZVPD" energy_ev=-99454.1646 de_lowest_kcal_mol=2.6 e_homo_ev=-0.6914 charge=-2 homo_lumo_gap_ev=4.47
Sn -1.06558 1.37840 2.39067 0.0 0.1 0.1 -0.375
O -2.58830 7.03543 -1.65607 0.0 0.0 0.0 -0.652
C -2.30288 6.14381 -0.88261 0.0 0.0 0.0 0.557
S -3.45338 5.34086 0.17864 0.0 0.0 0.0 -0.223
C -2.32647 4.25883 0.99698 0.0 0.0 0.0 0.196
C -1.04213 4.32947 0.60002 0.0 0.0 0.0 0.111
S 0.30418 3.42320 1.23895 0.0 0.0 0.0 -0.391
S -0.68160 5.48919 -0.67676 0.0 0.0 0.0 -0.204
S -2.98513 3.25023 2.25800 0.0 0.0 0.0 -0.438
C -0.59233 -0.32097 -1.91498 0.0 0.1 0.0 -1.274
C -1.74235 -0.99518 -1.23136 0.0 0.0 0.1 1.137
C -2.49074 -1.95479 -1.88405 0.0 -0.1 0.0 -0.717
C -3.57457 -2.59821 -1.28178 0.0 0.0 0.0 -0.757
C -3.91074 -2.21080 0.01404 0.0 0.0 0.0 -0.671
C -3.20877 -1.23638 0.70200 0.0 -0.1 0.0 1.598
C -3.61420 -0.84001 2.09037 0.0 0.0 0.0 -1.537
C -2.05905 -0.58526 0.11904 -0.3 0.2 0.0 -0.130
N -1.35102 0.34325 0.73347 0.3 0.0 -0.2 -0.449
H -0.55963 -0.58161 -2.97672 0.0 0.0 0.0 0.422
H 0.35737 -0.60979 -1.46111 0.1 0.0 0.0 -0.002
H -0.66528 0.76476 -1.80400 0.0 0.0 0.0 0.249
H -2.21626 -2.21462 -2.90487 0.0 0.0 0.0 0.246
H -4.14860 -3.34949 -1.81123 0.0 0.0 0.0 0.321
H -4.76293 -2.67725 0.50543 0.0 0.0 0.0 0.264
H -4.52386 -1.36286 2.39746 0.0 0.0 0.0 0.405
H -3.79044 0.23936 2.15780 0.0 0.0 0.0 0.189
H -2.82617 -1.06916 2.81885 0.0 0.0 0.0 0.208
C -0.10066 -2.71104 1.91541 0.0 0.0 0.0 -0.670
S 0.94181 -3.06173 0.50728 0.1 -0.1 -0.2 0.703
C -0.06471 -4.37500 -0.19917 -0.1 0.0 0.1 -0.921
O 2.16140 -3.76125 1.03816 0.0 0.0 0.0 -0.746
H -0.14427 -3.60666 2.53767 0.0 0.0 0.0 0.544
H -1.08508 -2.40442 1.55787 0.0 0.0 0.0 -0.052
H 0.36312 -1.88237 2.44747 0.0 0.0 0.0 0.190
H -0.14545 -5.18469 0.52840 0.0 0.0 0.0 0.318
H 0.45229 -4.72323 -1.09174 0.0 0.0 0.0 0.316
H -1.04195 -3.97451 -0.46735 -0.1 0.0 0.0 0.198
N 4.90438 3.23640 -1.40739 0.0 0.0 0.0 -0.333
C 5.22662 1.93974 -1.46231 0.0 0.0 0.0 0.281
S 6.55224 1.40976 -2.30487 0.0 0.0 0.0 -0.431
C 4.30131 1.04560 -0.71563 0.0 -0.1 0.1 0.921
C 2.98073 1.41346 -0.49445 0.1 0.0 0.1 -0.764
C 2.17328 0.59457 0.28376 -0.2 0.2 0.0 -0.417
N 2.59710 -0.54153 0.82212 0.0 -0.1 0.1 -0.121
C 3.85089 -0.92108 0.56774 0.0 0.1 0.0 -0.577
C 4.73727 -0.16821 -0.18599 0.0 0.0 0.0 -0.475
H 5.46331 3.89508 -1.92026 0.0 0.0 0.0 0.200
H 4.12599 3.56040 -0.85628 0.0 0.0 0.0 0.213
H 2.53605 2.31302 -0.90093 0.0 0.0 0.0 0.436
H 1.14204 0.89955 0.45837 0.1 -0.3 0.0 0.306
H 4.14226 -1.87961 0.98275 0.0 0.0 0.0 0.413
H 5.75088 -0.50261 -0.35683 0.0 0.0 0.0 0.386

45
Properties=species:S:1:pos:R:3:forces:R:3:mulliken_spin:R:1 method="wB97M-V/def2-TZVPD" energy_ev=-154209.7108 de_lowest_kcal_mol=0.0 spin_multiplicity=5 e_homo_ev="-9.9217 / -11.8752" charge=+1 homo_lumo_gap_ev="7.68 / 7.39"
Rh 1.30687 -0.89458 0.23165 -0.6 0.0 -1.3 2.264
O 4.03669 -4.21293 0.15297 -0.1 0.3 0.1 0.009
C 3.14223 -3.58150 -0.19620 0.4 -0.7 0.0 0.025
O 2.20874 -3.02855 -0.63477 -0.3 0.5 0.1 0.037
C 3.01951 -1.60797 2.21230 0.7 -0.6 -0.7 0.736
O 3.75728 -1.90181 3.08177 0.1 0.0 0.6 0.220
O 1.90287 -0.98232 2.13256 -0.3 0.4 1.1 0.240
C -1.68164 -3.06907 -1.86927 0.9 0.7 0.0 0.011
C -2.09724 -1.66498 -1.40893 -0.1 -0.2 0.0 0.009
As -1.23288 -1.10669 0.24286 0.3 -0.4 0.4 0.134
C -1.99702 -2.16187 1.71433 -0.2 -0.5 -0.6 0.009
C -1.10881 -3.33553 2.12117 0.3 -1.0 -0.7 0.015
C -1.85459 0.70782 0.49772 -0.1 0.1 -0.2 0.011
C -3.35380 0.89602 0.58581 -0.4 -0.4 0.0 0.000
H -1.92988 -3.32408 -2.89800 -0.1 0.4 -0.1 0.001
H -2.16815 -3.78875 -1.25381 -0.3 -0.7 0.6 0.000
H -0.58884 -3.19131 -1.75180 -0.4 -0.1 -0.1 -0.005
H -3.16962 -1.55457 -1.30566 -0.3 -0.2 0.2 0.001
H -1.82869 -0.86883 -2.07743 0.4 0.2 -0.7 0.003
H -2.99009 -2.53127 1.37345 0.5 0.4 0.3 0.001
H -2.10938 -1.48417 2.55515 -0.2 0.1 0.0 0.003
H -0.80812 -4.01049 1.28796 -0.3 0.6 0.2 -0.002
H -1.62076 -4.00710 2.80732 -0.1 0.2 0.2 0.001
H -0.17740 -3.03780 2.58599 0.1 0.3 0.2 0.003
H -1.39879 1.21781 -0.34878 -0.2 0.3 -0.2 -0.002
H -1.39241 1.14374 1.36510 0.5 -0.1 0.6 0.006
H -3.81867 0.60372 -0.34852 -0.3 0.2 -0.2 0.001
H -3.62546 1.91476 0.84092 0.1 0.3 -0.2 0.000
H -3.82435 0.28946 1.36439 0.3 -0.1 0.0 0.000
C 1.03167 3.23229 -3.25209 0.5 0.0 -0.5 0.004
N 1.35933 3.31503 -1.84287 0.0 -1.5 0.0 0.016
C 1.14719 4.41269 -1.10528 -0.1 1.7 0.7 0.005
C 1.44853 4.11051 0.18138 0.0 1.2 0.3 0.004
N 1.84889 2.80901 0.20131 0.2 0.0 0.5 0.003
C 2.25046 2.13966 1.43944 1.2 0.4 -0.3 0.033
C 1.77869 2.30712 -1.02926 0.0 -0.2 -0.8 -0.001
Se 2.26498 0.58479 -1.58121 -0.1 -0.3 0.1 0.211
H 0.40094 4.07270 -3.53324 0.1 0.0 0.1 0.000
H 0.50948 2.31892 -3.44903 -0.3 -0.5 -0.1 -0.002
H 1.93469 3.23355 -3.86557 0.0 0.1 0.1 0.001
H 0.86128 5.34273 -1.58769 0.0 -0.2 0.4 0.001
H 1.49423 4.72018 1.08338 -0.2 -0.2 -0.5 0.001
H 2.45594 2.90625 2.19621 0.0 -0.2 -0.3 0.001
H 3.16152 1.53299 1.29687 -0.5 0.3 -0.1 0.001
H 1.45462 1.53442 1.78739 -0.7 -0.7 0.4 -0.012

106
Properties=species:S:1:pos:R:3:forces:R:3:mulliken_charge:R:1 method="wB97M-V/def2-TZVPD" energy_ev=-97216.6142 de_lowest_kcal_mol=0.0 e_homo_ev=-9.4574 charge=+1 homo_lumo_gap_ev=5.81
Ir -0.42011 -0.21166 0.09822 0.4 0.3 -0.1 1.235
C 0.16453 3.93818 2.55562 0.0 0.0 0.0 -1.687
C -0.26043 3.05360 1.38349 0.0 0.0 0.0 1.985
C -1.18529 3.79519 0.41063 0.0 0.0 0.0 -1.720
P -0.98548 1.39047 1.74785 -0.2 -0.1 0.0 0.439
C -2.75472 1.60284 2.21393 0.0 -0.1 0.0 1.052
C -3.26794 0.28389 2.80210 0.0 0.0 0.0 -1.408
C -3.05700 2.74398 3.18398 0.0 0.0 0.0 -1.425
C -0.15740 0.60538 3.14628 0.0 0.0 0.0 0.050
C 0.03722 1.21878 4.38878 0.0 0.0 0.0 -1.234
C 0.67970 0.56518 5.42012 0.0 0.0 0.0 -1.237
C 1.15740 -0.72526 5.19883 0.0 0.0 0.0 -1.225
C 0.94882 -1.36396 3.99501 0.0 0.0 0.0 0.235
C 0.23786 -0.73667 2.95299 0.0 0.0 0.0 -0.142
N 0.01380 -1.35793 1.73175 -0.2 0.0 0.1 0.694
C -0.23218 -2.73258 1.61266 0.1 0.0 0.0 0.196
C -0.63690 -3.54497 2.67723 0.0 0.0 0.0 -0.437
C -0.83321 -4.90214 2.49554 0.0 0.0 0.0 -0.898
C -0.63281 -5.49850 1.25758 0.0 0.0 0.0 -1.212
C -0.28135 -4.70174 0.18293 0.0 0.0 0.0 -1.111
C -0.11078 -3.32813 0.33739 0.0 0.0 0.0 -0.038
P 0.31551 -2.17532 -0.98253 -0.2 -0.1 -0.1 0.493
C 2.12197 -2.41372 -1.27695 0.0 0.0 0.0 0.896
C 2.84382 -2.52368 0.07050 0.0 0.0 0.0 -1.415
C 2.45662 -3.65232 -2.11168 0.0 0.0 0.0 -1.377
C -0.61412 -2.45680 -2.55357 0.0 0.0 0.0 1.947
C -0.95843 -3.88995 -2.95609 0.0 0.0 0.0 -1.817
C 0.06586 -1.69231 -3.69677 0.0 0.0 0.0 -1.705
H 0.58984 4.86228 2.15811 0.0 0.0 0.0 0.483
H 0.93052 3.45855 3.16270 0.0 0.0 0.0 0.364
H -0.66714 4.21431 3.20172 0.0 0.0 0.0 0.253
H 0.65554 2.82063 0.83694 0.0 0.0 0.0 -0.701
H -2.08345 4.16435 0.90517 0.0 0.0 0.0 0.327
H -1.50169 3.16348 -0.42227 0.0 0.0 0.0 0.310
H -0.66102 4.65806 -0.00388 0.0 0.0 0.0 0.455
H -3.26370 1.78915 1.26168 0.0 0.0 0.0 0.513
H -2.76966 0.07285 3.75028 0.0 0.0 0.0 0.266
H -3.11301 -0.56152 2.13762 0.0 0.0 0.0 0.052
H -4.33737 0.36925 2.99865 0.0 0.0 0.0 0.553
H -2.59365 2.56293 4.15560 0.0 0.0 0.0 0.250
H -4.13510 2.78865 3.34567 0.0 0.0 0.0 0.474
H -2.73966 3.71974 2.82383 0.0 0.0 0.0 0.299
H -0.32012 2.22660 4.54762 0.0 0.0 0.0 0.492
H 0.82470 1.05316 6.37372 0.0 0.0 0.0 0.467
H 1.70495 -1.23853 5.97941 0.0 0.0 0.0 0.454
H 1.33964 -2.36002 3.84102 0.0 0.0 0.0 0.667
H -0.82463 -3.11012 3.64784 0.0 0.0 0.0 0.645
H -1.15867 -5.50098 3.33642 0.0 0.0 0.0 0.440
H -0.78193 -6.56063 1.12439 0.0 0.0 0.0 0.459
H -0.15714 -5.15514 -0.78999 0.0 0.0 0.0 0.476
H 2.46016 -1.51423 -1.80394 0.0 0.0 0.0 0.328
H 2.69099 -3.51889 0.49054 0.0 0.0 0.0 0.353
H 2.48532 -1.81140 0.81020 0.0 0.0 0.0 -0.004
H 3.91600 -2.37582 -0.07042 0.0 0.0 0.0 0.518
H 2.05941 -4.55279 -1.63900 0.0 0.0 0.0 0.241
H 3.54139 -3.76583 -2.16046 0.0 0.0 0.0 0.460
H 2.08211 -3.60307 -3.13005 0.0 0.0 0.0 0.298
H -1.56496 -1.96121 -2.34188 0.0 0.0 0.0 -0.625
H -0.07722 -4.51931 -3.07784 0.0 0.0 0.0 0.254
H -1.48054 -3.86162 -3.91440 0.0 0.0 0.0 0.514
H -1.63593 -4.34818 -2.23873 0.0 0.0 0.0 0.420
H 0.94899 -2.21122 -4.06686 0.0 0.0 0.0 0.273
H 0.37107 -0.68230 -3.41396 0.0 0.0 0.0 0.365
H -0.63342 -1.60604 -4.53029 0.0 0.0 0.0 0.486
S 4.22511 0.87171 3.39933 0.0 0.0 0.0 0.091
C 5.84916 1.01207 3.90108 0.0 0.0 0.0 -0.464
C 6.67296 1.36504 2.87600 0.0 0.0 0.0 -0.705
C 5.97265 1.52951 1.65569 0.0 0.0 0.0 -0.593
C 4.63068 1.29578 1.77826 0.0 0.0 0.0 0.158
C 3.60636 1.38211 0.73674 0.0 0.0 0.0 0.697
C 2.40416 0.66504 0.88654 0.0 0.0 0.0 -0.480
N 1.42810 0.70482 0.00196 0.0 0.0 0.0 0.922
C 1.56770 1.49318 -1.09930 0.0 0.0 0.0 -0.312
C 2.73178 2.22033 -1.34933 0.0 0.0 0.0 0.871
C 2.78759 3.02902 -2.53811 0.0 0.0 0.0 -1.037
C 1.73520 3.11043 -3.38134 0.0 0.0 0.0 -1.112
C 0.51270 2.40107 -3.11653 0.0 0.0 0.0 0.722
C -0.62250 2.45647 -3.93809 0.0 0.0 0.0 -1.097
C -1.76313 1.75101 -3.60269 0.0 0.0 0.0 1.151
C -1.73721 1.00198 -2.40736 0.0 0.0 0.0 -1.024
N -0.67771 0.93053 -1.62947 0.1 -0.1 0.0 0.525
C 0.44708 1.60585 -1.97284 0.0 0.0 0.0 -0.297
C -2.96791 1.74768 -4.43109 0.0 0.0 0.0 0.169
C -3.22412 2.50050 -5.54698 0.0 0.0 0.0 -0.515
C -4.49144 2.22951 -6.11328 0.0 0.0 0.0 -0.642
C -5.17318 1.27458 -5.41955 0.0 0.0 0.0 -0.448
S -4.29173 0.69910 -4.08251 0.0 0.0 0.0 0.034
C 3.76168 2.15085 -0.39965 0.0 0.0 0.0 -0.842
H 6.11235 0.82718 4.92981 0.0 0.0 0.0 0.434
H 7.73842 1.49820 2.98590 0.0 0.0 0.0 0.434
H 6.45157 1.78774 0.72162 0.0 0.0 0.0 0.424
H 2.23120 0.04677 1.75803 0.0 0.0 0.0 -0.447
H 3.69616 3.58100 -2.74139 0.0 0.0 0.0 0.512
H 1.79182 3.72519 -4.27037 0.0 0.0 0.0 0.548
H -0.58966 3.05043 -4.84230 0.0 0.0 0.0 0.431
H -2.60356 0.44261 -2.07694 0.0 0.0 0.0 0.303
H -2.53974 3.23199 -5.95217 0.0 0.0 0.0 0.397
H -4.88013 2.72041 -6.99240 0.0 0.0 0.0 0.420
H -6.15313 0.87607 -5.62611 0.0 0.0 0.0 0.441
H 4.66357 2.73169 -0.54795 0.0 0.0 0.0 0.516
B -4.45216 -2.31768 -1.03777 0.0 0.1 -0.1 0.875
C -3.21453 -1.54726 -0.45779 0.0 -0.1 0.1 -0.594
N -2.25917 -1.01644 -0.08327 0.1 0.1 0.0 0.036
H -4.07390 -2.71630 -2.12435 0.0 0.0 0.0 -0.185
H -4.70008 -3.22150 -0.27865 0.0 0.0 0.0 -0.154
H -5.35858 -1.52324 -1.14237 0.0 0.0 0.0 -0.180

51
Properties=species:S:1:pos:R:3:forces:R:3:mulliken_charge:R:1 method="wB97M-V/def2-TZVPD" energy_ev=-30284.4578 de_lowest_kcal_mol=66.8 smiles="COc1ccc([C@@H](CNC(=O)CCOc2ccccc2)N(C)C)cc1" e_homo_ev=-8.1967 charge=0 homo_lumo_gap_ev=8.94
C 4.92855 -2.09268 -1.01985 0.2 0.1 0.0 -0.886
H 4.93923 -1.18042 -1.62589 0.0 0.0 0.0 0.330
O 3.61716 -2.53534 -0.77096 -0.3 0.0 0.1 -0.459
C 2.77451 -1.71547 -0.08042 -0.2 -0.1 0.1 0.589
C 1.49137 -2.20809 0.14482 0.3 -0.1 -0.1 -0.975
C 0.55620 -1.45717 0.82821 0.1 0.1 0.0 -0.108
C 0.86798 -0.18818 1.30111 0.0 0.1 -0.1 -0.225
C 2.15201 0.29215 1.07518 -0.2 -0.1 0.0 -1.044
C 3.10102 -0.45160 0.39918 0.3 -0.1 -0.2 -0.190
H 4.08525 -0.03561 0.25067 0.1 0.0 0.0 0.445
H 2.41111 1.27027 1.45083 0.0 0.1 0.1 0.475
C -0.09118 0.71584 2.05132 -0.2 0.0 0.1 0.722
N 0.52643 1.08347 3.31869 0.0 0.1 0.0 0.050
C -0.04162 2.25720 3.94317 0.0 0.0 0.0 -0.981
H 0.61595 2.56439 4.75672 0.0 0.1 0.1 0.367
H -0.09331 3.06515 3.21541 0.0 0.1 0.0 0.316
H -1.04683 2.09582 4.35885 0.0 0.0 0.0 0.325
C 0.65357 -0.01513 4.25132 0.1 0.1 0.0 -1.011
H 1.06158 -0.88026 3.73176 0.0 -0.1 0.1 0.277
H -0.29904 -0.29626 4.72393 0.0 0.0 0.0 0.333
H 1.34990 0.27715 5.03779 0.0 -0.1 0.1 0.376
C -1.51897 0.14407 2.17954 0.2 0.2 0.2 -1.700
N -2.20046 0.15890 0.90759 0.3 -0.4 0.1 0.112
C -3.24214 0.98120 0.65930 -0.2 -0.3 -0.5 0.629
O -3.79405 1.64311 1.51278 -0.2 0.3 0.2 -0.680
C -3.66712 0.99539 -0.80353 0.3 0.3 0.1 -0.596
H -3.57914 -0.00519 -1.22828 0.0 0.0 0.0 0.314
C -2.79053 1.99304 -1.57646 -0.5 0.0 -0.1 -0.687
O -1.41426 1.69165 -1.51686 0.3 -0.1 -0.1 -0.457
C -0.89730 0.68587 -2.28440 0.2 -0.1 0.0 0.842
C 0.47125 0.46214 -2.12449 -0.2 0.1 0.0 -0.400
C 1.10544 -0.52665 -2.84575 0.0 0.1 0.0 -0.208
C 0.38991 -1.31280 -3.73512 0.0 -0.1 -0.1 -0.786
C -0.96327 -1.08838 -3.90075 0.1 -0.1 0.0 -0.600
C -1.61269 -0.09541 -3.18446 -0.3 0.2 0.1 -0.657
H -2.66815 0.05892 -3.34691 -0.1 0.0 0.0 0.349
H -1.53112 -1.68969 -4.59563 0.0 0.0 -0.1 0.381
H 0.88553 -2.09057 -4.29514 0.0 -0.1 -0.1 0.414
H 2.16395 -0.68675 -2.71347 0.1 0.0 0.0 0.464
H 1.01287 1.07935 -1.42574 0.1 0.1 0.1 0.450
H -3.12854 2.07210 -2.61737 0.1 0.0 0.1 0.354
H -2.87618 2.97769 -1.10823 0.0 -0.1 -0.1 0.445
H -4.70326 1.32733 -0.86370 0.0 0.0 0.0 0.433
H -1.70860 -0.25848 0.13240 -0.2 0.1 -0.1 0.148
H -2.10840 0.77696 2.84718 0.1 -0.1 0.0 0.543
H -1.50017 -0.87219 2.58406 0.0 0.1 0.1 0.171
H -0.17741 1.64673 1.47272 -0.1 -0.1 0.1 0.507
H -0.41812 -1.89143 0.99120 -0.2 0.0 0.0 0.453
H 1.24693 -3.19051 -0.22708 0.0 -0.1 -0.1 0.434
H 5.41117 -2.89644 -1.57384 0.0 0.1 0.0 0.260
H 5.47770 -1.91540 -0.08944 0.0 0.0 0.0 0.345